[1]
Formula: C41H37F5OsP2S
Source: OMol25
Level of theory: ωB97M-V/def2-TZVPD

As for the net charge: +2. As for the expectation value of S²: 6.0434. Its multiplicity is 5. For the HOMO energy (alpha / beta), the calculation gives -12.00 / -13.95 eV. The calculation puts the frontier orbital gap (alpha / beta) at 0.21167 / 0.19982 Eh. As for the LUMO energy (alpha / beta): -6.2 / -8.5 eV.

Last column: Löwdin spin population.
Positions of all 87 atoms, in Å:
1 Os -0.2509 -0.7005 -0.0476  2.161
2 C 2.7608 -2.0540 1.8488  0.005
3 C 3.1500 -0.8460 1.4198  0.008
4 C 4.1344 -0.7753 0.2886  0.000
5 C 3.7363 -1.5794 -0.9612  0.003
6 C 2.2688 -1.7823 -1.1799  0.026
7 C 1.4579 -2.6474 -0.5022  0.052
8 C 2.1803 -3.7942 0.1885  0.008
9 C 3.1749 -3.3549 1.2653  0.002
10 C -1.6162 0.3906 -1.1328  0.091
11 H 2.2047 -2.2131 2.7607  0.000
12 H 3.0358 0.0656 2.0271  0.002
13 H 5.1390 -1.0968 0.6270  0.000
14 H 4.2801 0.2697 0.0122  0.000
15 H 4.1216 -1.0686 -1.8563  0.000
16 H 4.2695 -2.5380 -0.9653  0.001
17 H 1.9523 -1.4177 -2.1629  0.002
18 H 0.4412 -2.9008 -0.8121  0.008
19 H 2.7076 -4.4056 -0.5719  0.002
20 H 1.4587 -4.4822 0.6264  0.000
21 H 3.2386 -4.1224 2.0677  0.000
22 H 4.1842 -3.2697 0.8315  0.000
23 H -2.4747 -0.2925 -0.8693  0.030
24 H -1.8704 0.4756 -2.2301  0.019
25 H -1.8712 1.3614 -0.7145  0.008
26 P 0.7135 0.8884 1.2634  0.168
27 P 0.1996 0.1652 -2.1024  0.049
28 C 1.9018 1.2707 -0.0828  0.031
29 C 1.7163 0.9780 -1.4089  0.023
30 C 0.5498 2.4519 2.1891  0.039
31 C 1.6693 3.2875 2.3609  0.015
32 C 1.5894 4.3962 3.2131  0.000
33 C 0.3916 4.7121 3.8687  0.009
34 C -0.7331 3.9033 3.6584  0.000
35 C -0.6490 2.7732 2.8475  0.016
36 C 0.6479 -0.3093 2.8057  0.007
37 C 0.0608 -1.5757 2.6240  0.052
38 C -0.1559 -2.4755 3.6565  0.005
39 C 0.2923 -2.1415 4.9408  0.006
40 C 0.9850 -0.9580 5.1434  -0.002
41 C 1.1471 -0.0254 4.0908  0.003
42 C -0.1395 1.2988 -3.5094  0.013
43 C 0.0257 2.6852 -3.3280  0.004
44 C -0.2330 3.5724 -4.3779  0.000
45 C -0.7128 3.1121 -5.6122  0.004
46 C -0.9862 1.7466 -5.7562  0.000
47 C -0.7408 0.8519 -4.7081  0.005
48 C -0.2718 -1.4870 -2.9147  0.009
49 C -1.2159 -2.2723 -2.2326  0.029
50 C -1.4420 -3.6005 -2.5670  0.011
51 C -0.6857 -4.1665 -3.5942  0.000
52 C 0.2150 -3.3960 -4.3180  0.008
53 C 0.3856 -2.0312 -4.0339  -0.002
54 H 2.7680 1.8690 0.2124  0.004
55 H 2.4512 1.2517 -2.1700  0.000
56 H 2.6024 3.0774 1.8379  0.001
57 H 2.4690 5.0276 3.3651  0.000
58 H 0.3230 5.5771 4.5333  0.001
59 H -1.6845 4.1564 4.1350  0.000
60 H -1.5088 2.1246 2.7026  0.009
61 H -0.1739 -1.9604 1.5858  0.014
62 H -0.6656 -3.4176 3.4562  0.000
63 H 0.0860 -2.8198 5.7677  0.001
64 H 1.3695 -0.7087 6.1384  0.000
65 H 1.6285 0.9328 4.2804  0.000
66 H 0.3647 3.0655 -2.3752  0.001
67 H -0.0581 4.6462 -4.2465  0.000
68 H -0.9034 3.7996 -6.4375  0.000
69 H -1.4025 1.3639 -6.6970  0.000
70 H -1.0182 -0.1894 -4.8354  0.000
71 H -1.7209 -1.8669 -1.3245  0.014
72 H -2.1761 -4.1819 -2.0134  0.000
73 H -0.7813 -5.2342 -3.7852  0.000
74 H 0.8044 -3.8561 -5.1228  0.000
75 H 0.9804 -1.4032 -4.6824  0.000
76 F -7.3549 2.9320 0.8503  0.035
77 C -6.2138 2.2489 1.0490  0.102
78 C -6.2614 0.8583 1.1985  -0.012
79 F -7.4512 0.2123 1.1653  -0.009
80 C -5.0759 0.1359 1.3283  0.080
81 F -5.1450 -1.2088 1.4447  0.022
82 C -3.7947 0.7618 1.3116  0.087
83 S -2.4059 -0.1743 1.6538  0.643
84 C -3.8133 2.1551 1.0557  0.070
85 F -2.6584 2.8248 0.7935  0.019
86 C -4.9809 2.8960 0.9798  -0.006
87 F -4.9369 4.2283 0.7708  -0.008

=====

[2]
Formula: C41H37F5P2STi
Source: OMol25
Level of theory: ωB97M-V/def2-TZVPD

As for the expectation value of S²: 2.0098. Its multiplicity is 3. For the HOMO energy (alpha / beta), the calculation gives -5.66 / -7.81 eV. The calculation puts the frontier orbital gap (alpha / beta) at 0.22138 / 0.29518 Eh. As for the LUMO energy (alpha / beta): 0.4 / 0.2 eV.

Last column: Löwdin spin population.
Positions of all 87 atoms, in Å:
1 Ti 0.2423 -0.5459 2.4174  1.552
2 C -1.7182 0.8034 -4.2668  0.000
3 C -1.7633 -0.5133 -4.0480  0.000
4 C -1.0023 -1.5218 -4.8511  0.000
5 C 0.4391 -1.1416 -5.2977  0.000
6 C 1.2552 -0.3174 -4.3590  0.000
7 C 1.3188 1.0176 -4.4213  0.000
8 C 0.4309 1.8668 -5.2694  0.000
9 C -1.0318 1.3948 -5.4628  0.000
10 C 2.0346 0.1110 3.2767  -0.009
11 H -2.2650 1.4929 -3.6131  0.000
12 H -2.4370 -0.9206 -3.2860  0.000
13 H -1.5406 -1.7818 -5.7806  0.000
14 H -0.9271 -2.4427 -4.2524  0.000
15 H 0.9724 -2.0908 -5.4436  0.000
16 H 0.3969 -0.6585 -6.2836  0.000
17 H 1.9019 -0.8748 -3.6761  0.000
18 H 2.1174 1.5797 -3.9273  0.000
19 H 0.8680 1.9837 -6.2776  0.000
20 H 0.4062 2.8663 -4.8076  0.000
21 H -1.5845 2.2913 -5.7689  0.000
22 H -1.0675 0.7040 -6.3170  0.000
23 H 1.9738 1.0689 3.8138  0.000
24 H 2.9547 -0.0026 2.6898  -0.001
25 H 1.9865 -0.7294 4.0155  0.004
26 P -1.4456 -0.6936 0.5644  0.100
27 P 1.5983 0.0709 0.4099  0.055
28 C -0.5513 -0.8533 -0.9879  0.015
29 C 0.7648 -0.5769 -1.0381  0.015
30 C -2.5279 -2.1683 0.6078  0.024
31 C -2.7577 -3.0008 -0.4970  0.008
32 C -3.4834 -4.1862 -0.3323  0.001
33 C -3.9554 -4.5543 0.9324  0.006
34 C -3.7467 -3.7096 2.0277  0.001
35 C -3.0470 -2.5145 1.8634  0.016
36 C -2.6031 0.6994 0.1598  0.010
37 C -2.1010 2.0030 0.0737  0.004
38 C -2.9550 3.0778 -0.1761  0.001
39 C -4.3226 2.8607 -0.3885  -0.001
40 C -4.8291 1.5589 -0.3312  0.001
41 C -3.9693 0.4878 -0.0694  0.000
42 C 3.1003 -0.9749 0.4705  0.004
43 C 2.9425 -2.2975 0.9091  0.011
44 C 4.0797 -3.0174 1.2731  0.001
45 C 5.3522 -2.4624 1.1001  0.000
46 C 5.4972 -1.1702 0.5764  0.000
47 C 4.3677 -0.4162 0.2531  0.000
48 C 2.1552 1.7532 -0.0483  0.011
49 C 2.2902 2.7290 0.9534  0.003
50 C 2.8229 3.9773 0.6206  0.000
51 C 3.1391 4.2722 -0.7125  0.001
52 C 2.9178 3.3296 -1.7284  0.001
53 C 2.4237 2.0663 -1.3848  0.002
54 H -1.1382 -1.1191 -1.8682  0.000
55 H 1.3916 -0.7396 -1.9131  0.000
56 H -2.3652 -2.7490 -1.4836  0.000
57 H -3.6776 -4.8325 -1.1907  0.000
58 H -4.4932 -5.4937 1.0710  0.000
59 H -4.1416 -3.9683 3.0075  0.000
60 H -2.8757 -1.8419 2.7060  0.003
61 H -1.0296 2.1722 0.2020  0.003
62 H -2.5407 4.0848 -0.2036  0.000
63 H -4.9815 3.7043 -0.5969  0.000
64 H -5.8949 1.3815 -0.4919  0.000
65 H -4.3674 -0.5262 -0.0367  0.000
66 H 1.9385 -2.7341 1.0107  0.015
67 H 3.9532 -4.0088 1.7058  0.000
68 H 6.2366 -3.0366 1.3811  0.000
69 H 6.4848 -0.7343 0.4510  0.000
70 H 4.4579 0.5967 -0.1460  0.000
71 H 1.9807 2.4804 1.9706  0.001
72 H 2.9828 4.7227 1.4007  0.000
73 H 3.5557 5.2477 -0.9687  0.000
74 H 3.1218 3.5840 -2.7736  0.000
75 H 2.2078 1.3152 -2.1444  0.000
76 F -0.1576 -0.4546 8.9407  0.002
77 C -0.3884 -0.1566 7.6446  0.006
78 C -0.4984 1.1856 7.2688  0.001
79 F -0.3527 2.1735 8.1751  0.000
80 C -0.7082 1.5098 5.9337  0.006
81 F -0.7302 2.7993 5.5321  0.002
82 C -0.7926 0.5230 4.9346  0.027
83 S -1.0144 1.0875 3.2364  0.042
84 C -0.5225 -0.7932 5.3281  0.015
85 F -0.1229 -1.6915 4.2796  0.036
86 C -0.4026 -1.1658 6.6700  0.002
87 F -0.2331 -2.4515 7.0631  0.000

=====

[3]
Formula: C41H37FIrN3O7PS5Si
Source: OMol25
Level of theory: ωB97M-V/def2-TZVPD

As for the expectation value of S²: 0.7539. Its multiplicity is 2. For the HOMO energy (alpha / beta), the calculation gives -6.59 / -6.55 eV. The calculation puts the frontier orbital gap (alpha / beta) at 0.19192 / 0.19054 Eh. As for the LUMO energy (alpha / beta): -1.4 / -1.4 eV.

Last column: Löwdin spin population.
Positions of all 97 atoms, in Å:
1 Ir -0.0283 0.2812 0.1350  0.831
2 C -1.0157 -0.1198 4.8570  0.000
3 Si -1.1657 -0.1512 2.9810  0.006
4 C -2.1564 1.3963 2.6314  0.005
5 C -2.0142 -1.7696 2.5536  0.001
6 N 0.3238 -0.1378 2.0543  0.002
7 C 1.6390 -0.1718 2.4886  0.003
8 C 2.0441 -0.4508 3.8109  0.001
9 C 3.3693 -0.3832 4.2126  0.000
10 C 4.3813 -0.0858 3.3119  0.001
11 C 4.0334 0.1073 1.9836  0.001
12 C 2.7110 0.0577 1.6153  0.002
13 F 2.4297 0.2335 0.2768  0.048
14 H -2.0264 0.0471 5.2525  0.000
15 H -0.3861 0.7003 5.2120  0.000
16 H -0.6565 -1.0572 5.2914  0.000
17 H -3.1392 1.3369 3.1160  0.001
18 H -2.3104 1.5771 1.5655  0.001
19 H -1.6177 2.2586 3.0348  0.000
20 H -3.0499 -1.7845 2.9212  0.000
21 H -1.4805 -2.6039 3.0158  0.000
22 H -2.0321 -1.9408 1.4705  0.000
23 H 1.2941 -0.7308 4.5328  0.000
24 H 3.6113 -0.5725 5.2529  0.000
25 H 5.4145 -0.0232 3.6264  0.000
26 H 4.7761 0.2953 1.2162  0.000
27 O -1.4334 0.4670 -4.2605  0.000
28 S -1.4860 0.8835 -2.8946  0.000
29 O -2.8484 0.4580 -2.2583  0.000
30 O -0.4578 0.2181 -2.0793  0.003
31 C -1.6042 2.7232 -3.0595  0.001
32 C -2.0646 3.1633 -4.2947  0.000
33 C -2.1564 4.5289 -4.5519  0.001
34 C -1.8355 5.4563 -3.5747  -0.001
35 C -1.4246 5.0349 -2.3113  0.000
36 C -1.3206 3.6907 -2.0952  -0.007
37 S -0.4089 2.7830 -0.6779  0.026
38 O -1.6748 1.9707 -0.6734  0.036
39 O 0.6413 2.5181 -1.6655  0.007
40 O 0.2094 2.3058 0.6530  0.002
41 H -2.3080 2.4335 -5.0533  0.000
42 H -2.4737 4.8598 -5.5311  0.000
43 H -1.8934 6.5165 -3.7867  0.000
44 H -1.2094 5.7469 -1.5258  0.000
45 O -0.0748 -1.8371 -0.2581  0.004
46 P 0.3082 -2.6929 -1.4583  0.001
47 C 0.3146 -4.3930 -0.8328  0.000
48 C 0.6922 -4.5967 0.4946  0.000
49 C 0.7699 -5.8822 1.0076  0.000
50 C 0.4633 -6.9718 0.2021  0.000
51 C 0.0660 -6.7751 -1.1147  0.000
52 C -0.0070 -5.4895 -1.6343  0.000
53 C -0.8181 -2.7849 -2.8553  0.000
54 C -2.1788 -2.9532 -2.5983  0.000
55 C -3.0576 -3.1543 -3.6506  0.000
56 C -2.5781 -3.1994 -4.9557  0.000
57 C -1.2225 -3.0551 -5.2086  0.000
58 C -0.3367 -2.8506 -4.1588  0.000
59 C 1.9735 -2.3823 -2.0752  0.000
60 C 2.3723 -1.0919 -2.4396  0.000
61 C 3.6645 -0.8682 -2.8872  0.000
62 C 4.5578 -1.9245 -3.0058  0.000
63 C 4.1597 -3.2110 -2.6682  0.000
64 C 2.8766 -3.4411 -2.1959  0.000
65 H 0.9172 -3.7379 1.1186  0.000
66 H 1.0700 -6.0377 2.0365  0.000
67 H 0.5319 -7.9776 0.5998  0.000
68 H -0.1901 -7.6221 -1.7395  0.000
69 H -0.3163 -5.3402 -2.6612  0.000
70 H -2.5377 -2.9327 -1.5784  0.000
71 H -4.1152 -3.2865 -3.4559  0.000
72 H -3.2680 -3.3467 -5.7777  0.000
73 H -0.8546 -3.0800 -6.2270  0.000
74 H 0.7217 -2.7213 -4.3534  0.000
75 H 1.6766 -0.2651 -2.3794  0.000
76 H 3.9685 0.1383 -3.1477  0.000
77 H 5.5628 -1.7472 -3.3688  0.000
78 H 4.8505 -4.0382 -2.7730  0.000
79 H 2.5828 -4.4447 -1.9202  0.000
80 S -8.7586 -0.6337 -1.1265  0.000
81 C -7.2019 -0.2764 -0.7550  0.000
82 S -5.8792 -1.0138 -1.6019  0.001
83 C -4.7461 -0.1581 -0.5761  0.004
84 N -5.3117 0.6037 0.2808  0.000
85 N -6.6546 0.5777 0.2051  0.000
86 C -7.3318 1.5441 1.0576  0.000
87 C -8.7012 1.5100 1.2874  0.000
88 C -9.2841 2.4825 2.0918  0.000
89 C -8.5205 3.4773 2.6744  0.000
90 C -7.1496 3.4968 2.4541  0.000
91 C -6.5518 2.5415 1.6518  0.000
92 S -3.0470 -0.4085 -0.6566  0.017
93 H -9.3117 0.7430 0.8476  0.000
94 H -10.3532 2.4496 2.2607  0.000
95 H -8.9836 4.2314 3.2987  0.000
96 H -6.5332 4.2644 2.9063  0.000
97 H -5.4870 2.5624 1.4776  0.000

=====

We obtain energy above the lowest of the compared OMol25 structures with the same formula, charge and spin values of 43.72, 0.00, 178.36 kcal/mol for the records listed above, in that order.